The following is a DFT calculation (ωB97M-V with the def2-TZVPD basis set) of a 9-piece molecular cluster, C44H116F3N8O10S overall at a distorted geometry.

The calculation puts the total energy at -3631.1759 Eh. The energy relative to the best compared isomer or geometry (same formula, charge and spin) comes out at 743.2 kJ/mol. The calculation puts the frontier orbital gap at 8.940 eV.

```
! RIJCOSX wB97M-V def2-TZVPD def2/J DEFGRID3
* xyz 7 1
C -0.848 -3.787 -2.244
C -2.228 -3.744 -2.864
C -2.278 -3.406 -4.415
O -3.608 -3.311 -4.950
C -3.791 -3.273 -6.358
N -2.851 -5.113 -2.537
H -3.838 -5.066 -2.747
H -2.547 -5.910 -3.078
H -2.632 -5.270 -1.563
H -0.879 -3.661 -1.162
H -0.232 -2.980 -2.642
H -0.471 -4.798 -2.398
H -2.805 -2.950 -2.390
H -1.691 -4.167 -4.927
H -1.667 -2.517 -4.576
H -3.930 -4.272 -6.769
H -2.976 -2.788 -6.896
H -4.687 -2.700 -6.598
C -2.156 3.177 4.212
C -2.141 3.576 2.691
C -0.729 3.409 2.082
O -0.557 3.918 0.727
C -0.319 5.315 0.662
N -3.272 2.868 1.906
H -3.897 2.439 2.573
H -3.770 3.627 1.463
H -2.963 2.206 1.208
H -3.185 3.184 4.572
H -1.682 3.921 4.853
H -1.779 2.162 4.334
H -2.335 4.642 2.571
H -0.663 2.332 1.925
H 0.077 3.698 2.756
H 0.577 5.666 1.174
H -1.171 5.902 1.006
H -0.317 5.546 -0.403
C 5.639 -2.547 -5.715
C 5.998 -1.912 -4.408
C 4.851 -1.366 -3.486
O 5.435 -1.007 -2.236
C 4.698 0.007 -1.566
N 6.866 -2.894 -3.555
H 7.724 -3.157 -4.020
H 6.903 -2.475 -2.637
H 6.229 -3.676 -3.492
H 4.724 -3.138 -5.685
H 6.506 -3.092 -6.087
H 5.462 -1.822 -6.510
H 6.747 -1.143 -4.599
H 4.035 -2.083 -3.572
H 4.571 -0.476 -4.050
H 3.734 -0.363 -1.218
H 4.350 0.810 -2.215
H 5.197 0.275 -0.634
C 1.962 -3.222 3.195
N 3.312 -3.639 2.659
C 4.399 -3.247 3.603
C 3.375 -5.135 2.441
C 3.426 -2.996 1.228
C 4.837 -3.040 0.734
O 5.499 -1.804 0.980
H 1.322 -3.193 2.313
H 1.950 -2.158 3.430
H 1.651 -3.887 4.001
H 5.342 -3.682 3.271
H 4.010 -3.714 4.508
H 4.465 -2.161 3.657
H 2.377 -5.302 2.035
H 3.406 -5.627 3.413
H 4.115 -5.450 1.706
H 3.225 -1.926 1.181
H 2.764 -3.614 0.621
H 4.810 -3.343 -0.313
H 5.444 -3.793 1.235
H 6.251 -1.848 0.385
C 1.586 2.999 -3.959
N 0.169 3.482 -4.063
C 0.362 4.996 -4.588
C -0.521 2.567 -5.137
C -0.545 3.256 -2.695
C -2.122 3.562 -2.671
O -2.410 4.905 -3.048
H 1.451 2.039 -3.459
H 2.206 3.782 -3.524
H 2.005 2.795 -4.945
H 0.599 5.056 -5.650
H 1.142 5.432 -3.964
H -0.593 5.461 -4.343
H -0.635 1.586 -4.676
H 0.055 2.509 -6.061
H -1.446 3.091 -5.376
H -0.104 4.026 -2.062
H -0.361 2.212 -2.441
H -2.532 3.353 -1.683
H -2.559 2.838 -3.358
H -3.295 5.129 -2.751
C -4.371 -2.433 2.214
N -3.714 -3.590 2.962
C -2.358 -3.858 2.422
C -3.627 -3.155 4.461
C -4.475 -4.946 2.880
C -5.838 -5.040 3.595
O -5.751 -5.295 4.998
H -4.389 -2.580 1.134
H -3.767 -1.550 2.421
H -5.372 -2.279 2.617
H -2.292 -3.996 1.342
H -2.000 -4.759 2.921
H -1.571 -3.121 2.585
H -2.898 -2.344 4.489
H -3.363 -4.043 5.036
H -4.624 -2.775 4.685
H -3.702 -5.663 3.159
H -4.696 -4.978 1.813
H -6.448 -5.652 2.930
H -6.265 -4.051 3.429
H -6.548 -4.887 5.344
C -6.016 0.984 -2.505
N -6.425 -0.520 -2.517
C -7.805 -0.778 -3.202
C -5.344 -1.209 -3.407
C -6.344 -1.225 -1.065
C -7.350 -0.705 -0.052
O -8.694 -0.962 -0.257
H -6.746 1.468 -1.857
H -6.092 1.364 -3.524
H -5.022 1.098 -2.073
H -8.536 -0.161 -2.680
H -7.953 -1.853 -3.307
H -7.786 -0.333 -4.197
H -5.582 -2.272 -3.368
H -4.367 -0.968 -2.989
H -5.496 -0.827 -4.416
H -5.301 -1.162 -0.753
H -6.710 -2.216 -1.334
H -7.191 0.373 -0.026
H -7.082 -1.037 0.951
H -9.118 -0.862 0.598
C 2.520 7.346 4.688
C 2.318 5.832 4.678
C 3.236 5.010 3.694
C 3.500 3.663 4.130
N 4.473 2.814 3.218
C 4.358 1.316 3.540
C 5.662 0.688 2.851
C 6.747 1.758 3.027
C 5.985 3.035 3.612
C 4.253 3.184 1.673
C 2.911 2.563 1.208
C 2.508 3.093 -0.106
H 3.329 7.392 5.417
H 1.584 7.810 4.997
H 2.672 7.704 3.669
H 1.244 5.707 4.541
H 2.481 5.395 5.663
H 4.239 5.416 3.561
H 2.738 5.128 2.732
H 2.565 3.108 4.048
H 3.910 3.596 5.138
H 3.451 0.821 3.194
H 4.379 1.192 4.623
H 5.506 0.549 1.781
H 6.051 -0.210 3.331
H 7.069 1.922 1.999
H 7.506 1.369 3.706
H 6.332 4.031 3.339
H 6.006 3.011 4.701
H 5.035 2.628 1.156
H 4.418 4.240 1.456
H 2.098 2.772 1.903
H 3.036 1.480 1.189
H 3.204 2.976 -0.937
H 2.155 4.117 -0.226
H 1.811 2.333 -0.459
C -0.200 -0.556 0.010
F -0.214 -1.873 0.257
F -0.008 0.185 1.076
F 0.816 -0.336 -0.901
S -1.844 0.000 -0.814
O -2.849 -1.094 -0.746
O -2.247 1.285 -0.187
O -1.543 0.289 -2.230
*
```